Entry 1:
This record from OMol25 describes a molecular structure, C26H18HfN6S6Sb. The level of theory is ωB97M-V with the def2-TZVPD basis set.

Computed properties:
orbital gap = 6.2 eV
HOMO energy = -9.7 eV

```
! RIJCOSX wB97M-V def2-TZVPD def2/J DEFGRID3
* xyz 1 1
Hf 0.005 0.922 0.621
N 2.115 -2.051 3.362
C 1.153 -1.951 4.332
C 0.076 -1.374 3.729
N 0.359 -1.132 2.411
C 1.595 -1.547 2.222
C 2.175 -1.449 0.910
N 1.495 -0.878 -0.073
C 2.253 -1.037 -1.207
C 3.393 -1.705 -0.903
N 3.333 -1.955 0.448
H 3.047 -2.400 3.506
H 1.314 -2.289 5.340
H -0.860 -1.082 4.175
H 1.925 -0.660 -2.158
H 4.221 -2.025 -1.510
H 4.052 -2.404 0.988
S -0.964 3.300 0.561
Sb 0.753 3.780 2.150
S 0.327 1.630 3.107
S 1.794 2.062 -0.848
S 2.681 2.634 0.897
S -1.769 3.931 -5.816
C -0.383 4.358 -6.714
C 0.761 3.905 -6.132
C 0.516 3.204 -4.930
C -0.816 3.128 -4.610
C -1.435 2.506 -3.449
C -0.693 1.625 -2.641
N -1.160 1.043 -1.555
C -2.447 1.283 -1.206
C -3.277 2.151 -1.927
C -4.608 2.395 -1.457
C -5.083 1.776 -0.356
C -4.267 0.861 0.384
C -4.723 0.182 1.516
C -3.898 -0.716 2.177
C -2.582 -0.833 1.703
N -2.100 -0.161 0.669
C -2.943 0.644 -0.028
C -4.339 -1.492 3.331
C -3.664 -2.459 4.030
C -4.410 -2.997 5.104
C -5.645 -2.436 5.212
S -5.916 -1.256 4.011
C -2.740 2.766 -3.062
H -0.494 4.921 -7.627
H 1.745 4.074 -6.544
H 1.301 2.799 -4.307
H 0.333 1.400 -2.900
H -5.224 3.094 -2.008
H -6.090 1.963 -0.005
H -5.738 0.349 1.856
H -1.891 -1.508 2.180
H -2.668 -2.800 3.786
H -4.049 -3.769 5.767
H -6.416 -2.654 5.933
H -3.344 3.465 -3.627
*
```

natural (NBO) atomic charge list, values in e, 5 entries: Hf 1.600; N -0.483; C -0.050; C -0.075; N -0.474

Entry 2:
This record from OMol25 describes a molecular structure, C39H34AuN3O2P2S. The level of theory is ωB97M-V with the def2-TZVPD basis set.

Computed properties:
orbital gap (alpha / beta) = 5.2 / 3.5 eV
<S²> = 2.0215
HOMO energy (alpha / beta) = -12.0 / -12.2 eV

```
! RIJCOSX wB97M-V def2-TZVPD def2/J DEFGRID3
* xyz 2 3
Au 0.200 -1.907 0.619
N 4.569 -2.840 1.673
C 5.553 -2.560 0.732
C 6.833 -3.089 0.878
C 7.790 -2.797 -0.067
C 7.496 -1.977 -1.171
C 6.239 -1.453 -1.330
C 5.251 -1.743 -0.375
S 3.682 -1.107 -0.574
N 2.830 -1.615 0.707
C 3.302 -2.383 1.645
C 2.388 -2.793 2.753
C 2.880 -3.099 4.006
C 1.989 -3.499 4.997
C 0.648 -3.582 4.688
C 0.232 -3.238 3.408
N 1.078 -2.839 2.458
H 4.815 -3.489 2.409
H 7.069 -3.720 1.726
H 8.785 -3.206 0.044
H 8.265 -1.762 -1.899
H 6.004 -0.826 -2.180
H 3.931 -2.996 4.241
H 2.346 -3.736 5.989
H -0.081 -3.896 5.421
H -0.813 -3.281 3.130
C -2.356 -4.562 -0.170
C -2.515 -3.245 -0.881
O -3.472 -2.967 -1.550
O -1.486 -2.380 -0.765
H -3.275 -4.783 0.371
H -1.505 -4.570 0.508
H -2.222 -5.344 -0.916
C -0.096 1.155 -0.053
P -1.013 -0.310 -0.694
C -0.786 -0.313 -2.462
C -1.686 -0.958 -3.316
C -1.493 -0.894 -4.685
C -0.394 -0.226 -5.210
C 0.524 0.381 -4.364
C 0.329 0.342 -2.993
C -2.672 -0.023 -0.071
C -2.834 0.041 1.315
C -4.093 0.207 1.865
C -5.200 0.308 1.030
C -5.041 0.248 -0.345
C -3.782 0.075 -0.900
P -0.171 2.784 -0.996
C -1.963 3.007 -1.250
C -2.435 2.861 -2.553
C -3.778 3.070 -2.845
C -4.651 3.441 -1.836
C -4.190 3.590 -0.530
C -2.855 3.373 -0.240
C 0.145 3.967 0.373
C -0.102 5.308 0.064
C 0.130 6.308 0.992
C 0.633 5.991 2.247
C 0.903 4.671 2.562
C 0.659 3.666 1.630
H 0.968 0.915 0.040
H -0.486 1.276 0.959
H -2.519 -1.518 -2.912
H -2.198 -1.381 -5.345
H -0.251 -0.180 -6.282
H 1.382 0.900 -4.770
H 1.033 0.851 -2.349
H -1.975 -0.036 1.975
H -4.213 0.260 2.938
H -6.187 0.436 1.455
H -5.900 0.334 -0.996
H -3.678 0.037 -1.975
H -1.743 2.594 -3.344
H -4.133 2.966 -3.861
H -5.693 3.626 -2.064
H -4.874 3.885 0.255
H -2.497 3.512 0.774
H -0.495 5.570 -0.912
H -0.081 7.337 0.736
H 0.815 6.772 2.973
H 1.301 4.418 3.536
H 0.886 2.644 1.909
*
```

Löwdin atomic charge list, values in e, 5 entries: Au 0.854; N 0.183; C -0.186; C 0.019; C 0.002

Entry 3:
This record from OMol25 describes 10 unconnected molecules or ions with the total composition C40H60O30. The level of theory is ωB97M-V with the def2-TZVPD basis set.

Computed properties:
SMILES string = C[C@H]1COC(=O)O1.C[C@H]1COC(=O)O1.C[C@H]1COC(=O)O1.C[C@H]1COC(=O)O1.C[C@H]1COC(=O)O1.C[C@H]1COC(=O)O1.C[C@H]1COC(=O)O1.C[C@H]1COC(=O)O1.C[C@H]1COC(=O)O1.C[C@H]1COC(=O)O1
orbital gap = 10.0 eV
HOMO energy = -10.4 eV

```
! RIJCOSX wB97M-V def2-TZVPD def2/J DEFGRID3
* xyz 0 1
C 1.774 -0.330 -8.655
C 1.456 -0.831 -7.309
C 2.637 -1.494 -6.592
O 2.611 -0.760 -5.356
C 1.689 0.205 -5.351
O 1.564 0.979 -4.403
O 0.938 0.191 -6.496
H 2.027 -1.173 -9.298
H 2.628 0.347 -8.616
H 0.975 0.288 -9.066
H 0.578 -1.465 -7.427
H 3.592 -1.412 -7.111
H 2.484 -2.551 -6.374
C -3.043 -2.367 -2.746
C -2.426 -3.409 -1.784
C -3.428 -4.064 -0.839
O -3.174 -5.447 -0.961
C -2.391 -5.672 -2.008
O -2.146 -6.770 -2.422
O -2.055 -4.527 -2.532
H -3.913 -2.753 -3.277
H -2.299 -2.002 -3.455
H -3.385 -1.479 -2.215
H -1.573 -3.016 -1.231
H -4.465 -3.825 -1.076
H -3.216 -3.828 0.204
C 1.571 1.480 -0.600
C 0.786 0.915 0.590
C -0.660 1.114 0.395
O -1.183 -0.151 0.779
C -0.218 -1.114 0.903
O -0.398 -2.309 1.073
O 0.941 -0.517 0.681
H 1.542 2.569 -0.644
H 1.317 1.033 -1.561
H 2.641 1.278 -0.540
H 1.180 1.395 1.485
H -0.899 1.374 -0.636
H -1.047 1.882 1.065
C 5.308 1.793 1.627
C 6.673 1.102 1.456
C 7.310 0.602 2.678
O 7.785 -0.627 2.434
C 7.251 -1.128 1.254
O 7.402 -2.256 0.775
O 6.381 -0.155 0.796
H 5.682 2.741 2.012
H 4.660 1.365 2.392
H 4.614 1.845 0.788
H 7.359 1.715 0.872
H 6.590 0.643 3.495
H 8.192 1.195 2.922
C -7.238 -0.682 3.880
C -5.834 -0.062 3.558
C -4.760 -0.696 4.357
O -3.887 -1.150 3.378
C -4.349 -0.987 2.113
O -3.821 -1.425 1.085
O -5.529 -0.321 2.186
H -7.413 -1.610 3.335
H -8.007 0.005 3.526
H -7.407 -0.777 4.953
H -5.764 1.021 3.660
H -5.028 -1.503 5.039
H -4.183 0.059 4.892
C -1.453 2.215 -3.514
C -0.905 3.611 -3.126
C -0.118 4.310 -4.237
O -0.592 5.666 -4.238
C -1.799 5.722 -3.642
O -2.566 6.686 -3.714
O -2.026 4.463 -3.113
H -0.740 1.390 -3.536
H -1.945 2.221 -4.486
H -2.175 1.790 -2.817
H -0.442 3.809 -2.159
H -0.296 3.839 -5.204
H 0.954 4.166 -4.100
C 2.086 5.360 2.254
C 2.701 4.468 3.334
C 2.028 4.651 4.664
O 1.544 3.401 5.035
C 1.700 2.545 3.978
O 1.413 1.342 3.963
O 2.322 3.133 3.048
H 2.242 6.418 2.462
H 1.003 5.239 2.273
H 2.443 5.037 1.276
H 3.785 4.581 3.297
H 1.160 5.299 4.544
H 2.698 5.071 5.414
C 4.034 -2.217 2.935
C 2.768 -1.751 3.613
C 1.835 -2.912 3.988
O 1.719 -2.916 5.387
C 2.481 -1.913 5.892
O 2.407 -1.594 7.055
O 3.079 -1.222 4.920
H 4.669 -2.860 3.543
H 4.578 -1.329 2.614
H 3.809 -2.725 1.997
H 2.192 -1.070 2.986
H 2.285 -3.868 3.720
H 0.873 -2.709 3.518
C -3.875 2.452 -0.700
C -4.992 3.467 -0.860
C -4.990 4.120 -2.177
O -6.353 4.273 -2.489
C -7.059 3.431 -1.697
O -8.209 3.065 -1.850
O -6.257 2.880 -0.707
H -3.993 1.721 -1.500
H -3.921 1.826 0.191
H -2.933 3.000 -0.690
H -4.897 4.192 -0.052
H -4.548 3.438 -2.903
H -4.522 5.103 -2.241
C 2.240 -4.712 0.715
C 0.917 -5.147 1.326
C -0.223 -5.414 0.370
O -0.350 -6.816 0.362
C 0.407 -7.397 1.359
O 0.401 -8.599 1.593
O 1.118 -6.422 1.948
H 2.291 -3.744 0.218
H 2.543 -5.530 0.061
H 2.914 -4.678 1.571
H 0.701 -4.426 2.114
H -0.039 -4.966 -0.607
H -1.129 -4.951 0.761
*
```

Löwdin atomic charge list, values in e, 5 entries: C -0.034; C -0.369; C -0.048; O 0.077; C -0.506

Entry 4:
This record from OMol25 describes a molecular structure, C27H26NO4RuSi2. The level of theory is ωB97M-V with the def2-TZVPD basis set.

Computed properties:
orbital gap (alpha / beta) = 7.2 / 6.2 eV
<S²> = 6.0468
HOMO energy (alpha / beta) = -4.6 / -5.5 eV

```
! RIJCOSX wB97M-V def2-TZVPD def2/J DEFGRID3
* xyz -1 5
Ru 0.426 -0.419 0.436
O -2.250 3.114 -0.078
C -1.503 2.182 -0.006
O -1.220 1.278 0.751
C -0.394 2.113 -1.462
O -0.438 3.115 -2.111
O 0.178 1.037 -1.462
C 5.569 -0.102 -1.493
C 5.661 -1.203 -0.659
C 4.519 -1.896 -0.294
C 3.264 -1.503 -0.745
C 3.193 -0.395 -1.589
C 4.329 0.299 -1.961
Si 1.620 -2.355 -0.218
C 1.000 -3.080 -1.875
C 0.350 -2.246 -2.780
C -0.005 -2.695 -4.038
C 0.257 -4.004 -4.405
C 0.852 -4.862 -3.497
C 1.226 -4.398 -2.249
H 6.457 0.446 -1.778
H 6.630 -1.528 -0.306
H 4.599 -2.760 0.351
H 2.230 -0.072 -1.967
H 4.252 1.150 -2.624
H 2.051 -3.564 0.561
H 0.112 -1.229 -2.494
H -0.471 -2.018 -4.741
H -0.005 -4.352 -5.395
H 1.045 -5.890 -3.770
H 1.706 -5.071 -1.554
C 1.834 0.899 1.484
C 1.642 -0.037 2.547
C 2.683 -0.905 2.991
C 2.518 -1.730 4.067
C 1.295 -1.770 4.763
C 0.234 -0.968 4.315
C 0.399 -0.117 3.250
C 1.181 -2.593 5.890
N 1.143 -3.264 6.826
H 2.866 1.029 1.152
H 1.285 1.842 1.572
H 3.635 -0.877 2.481
H 3.331 -2.355 4.406
H -0.720 -1.004 4.822
H -0.402 0.568 2.982
C -5.099 -2.440 -0.396
Si -3.509 -3.504 -0.321
C -3.284 -4.460 -1.970
C -3.621 -4.798 1.090
C -2.080 -2.406 0.060
C -1.123 -1.704 0.343
H -5.985 -3.060 -0.500
H -5.068 -1.748 -1.233
H -5.207 -1.842 0.505
H -4.029 -5.246 -2.081
H -2.303 -4.925 -2.012
H -3.364 -3.803 -2.832
H -4.460 -5.478 0.961
H -3.725 -4.317 2.058
H -2.711 -5.393 1.123
*
```

natural (NBO) atomic charge list, values in e, 5 entries: Ru 0.801; O -0.529; C 0.770; O -0.660; C 0.770